Molecular formula: H8O4
Method: DFT, ωB97M-V/def2-TZVPD

Values from the calculation:
HOMO-LUMO gap (alpha / beta): 0.437 / 0.160 Eh
DFT total energy: -8309.0059 eV
charge: +1
energy relative to the best compared isomer or geometry (same formula, charge and spin): 10.7 kcal per mole
lowest unoccupied orbital energy (alpha / beta): -0.1417 / -0.4190 hartree
HOMO (alpha / beta): -15.7 / -15.7 eV
2S+1: 2

Positions of all 12 atoms, in Å:
O  -0.48062  0.61537  -0.00613
H  -1.09460  1.06337  0.57574
H  -0.30068  1.25005  -0.69970
O  -0.87714  -2.09388  1.73951
H  -1.20228  -1.50532  2.42076
H  -1.07070  -1.64105  0.91871
O  0.22463  1.91864  -2.37000
H  1.06829  1.55464  -2.63827
H  -0.37372  1.68624  -3.08006
O  1.65608  -0.69026  1.10102
H  0.75931  -0.51907  0.81342
H  1.69142  -1.63874  1.22499

Atoms 1-6, force components in eV/Å:
O 0.002 -1.171 1.192
H -0.240 0.179 0.247
H 0.459 0.480 -1.215
O 1.217 0.014 -0.037
H -0.375 0.201 0.665
H -0.559 0.169 -0.765